# 1
9
Properties=species:S:1:pos:R:3:forces:R:3 method="wB97M-V/def2-TZVPD" spin_multiplicity=1 e_above_lowest_kcal_mol=93.70
C -1.55384 -0.13797 -0.34346 1.29 1.54 2.84
C -0.25838 -0.05875 -0.21943 0.42 -1.76 -2.50
C 0.84723 0.27238 0.62049 2.94 -0.21 -0.69
F 0.94739 -0.94605 -1.80163 -2.42 1.62 2.43
Cl 1.88544 1.64180 -0.02246 -1.25 -0.56 0.46
Cl 2.01817 -1.05751 0.95371 -0.64 -0.06 -0.17
H -2.06149 -0.37371 -1.17312 -1.11 -1.41 -3.43
H -2.33514 0.21342 0.37945 1.46 -0.12 0.10
H 0.51062 0.44639 1.60644 -0.69 0.96 0.95

---

# 2
31
Properties=species:S:1:pos:R:3:forces:R:3 method="wB97M-V/def2-TZVPD" spin_multiplicity=1 charge=-1
C 2.03923 0.89994 2.64841 0.12 0.23 0.00
O 2.54488 0.14643 1.56057 -0.14 -0.20 0.03
C 1.60003 -0.65852 0.94787 0.50 0.52 -0.16
O 1.09511 -1.58838 1.92968 -0.14 -0.27 0.09
C -0.20393 -1.90983 1.80336 -0.13 -0.62 -0.20
O -0.64230 -2.78724 1.11194 0.16 0.51 0.32
O -0.94698 -1.14569 2.63753 0.05 0.40 -0.42
C -2.32525 -0.98832 2.27432 -0.32 -0.15 0.23
C -2.52404 -0.17486 0.99921 -0.04 0.17 0.21
C -3.74816 0.73389 1.04235 0.10 -0.10 -0.31
F -2.64223 -1.02175 -0.10185 0.10 0.30 0.21
H 2.21685 0.38757 3.59801 -0.12 -0.05 -0.07
H 2.57252 1.85359 2.66368 -0.03 -0.09 -0.04
H 0.96746 1.09542 2.54138 0.03 -0.03 0.00
H 2.09915 -1.18005 0.13464 -0.07 -0.10 0.14
H 0.78850 -0.05375 0.52601 -0.17 -0.16 0.17
H -2.75966 -0.43771 3.11070 0.11 -0.08 -0.03
H -2.81775 -1.96009 2.20198 0.05 0.02 -0.13
H -1.63365 0.45485 0.87242 0.00 -0.22 -0.20
H -3.82756 1.24522 2.00254 -0.01 -0.03 -0.04
H -3.65387 1.48807 0.25839 -0.07 -0.07 0.05
H -4.65643 0.16081 0.84233 0.05 -0.01 0.17
N 1.39708 0.03252 -4.44448 0.20 0.40 0.12
S 0.87856 0.64685 -3.08114 -0.35 -0.18 0.25
O 0.65674 2.05816 -3.09643 0.03 0.02 -0.04
O 1.45133 0.08022 -1.89713 -0.02 -0.01 -0.09
F -0.57971 0.02920 -3.13139 0.09 -0.06 -0.11
S 2.86305 0.41339 -4.87873 0.21 0.05 -0.23
O 3.09469 0.04325 -6.23701 -0.21 -0.18 0.04
O 3.87679 0.12903 -3.91364 -0.04 0.04 0.06
F 2.81954 2.00777 -4.92551 0.05 -0.04 -0.02

---

no.,gap between HOMO and LUMO (hartree)
1,0.342
2,0.333